(1)
{"formula": "C20H39Br6N3OS", "method": "ωB97M-V/def2-TZVPD", "elements": ["C", "C", "C", "C", "N", "H", "H", "H", "H", "H", "H", "H", "C", "C", "C", "C", "N", "H", "H", "H", "H", "H", "H", "H", "C", "C", "C", "C", "N", "H", "H", "H", "H", "H", "H", "H", "C", "S", "O", "C", "H", "H", "H", "H", "H", "H", "Br", "C", "C", "Br", "H", "H", "H", "H", "Br", "C", "C", "Br", "H", "H", "H", "H", "Br", "C", "C", "Br", "H", "H", "H", "H"], "xyz": [[8.328, -20.632, 3.463], [9.747, -21.401, 3.513], [10.900, -20.870, 2.613], [11.284, -19.466, 2.807], [11.497, -18.326, 2.872], [7.687, -21.171, 4.161], [7.832, -20.708, 2.495], [8.467, -19.578, 3.704], [9.547, -22.421, 3.185], [10.194, -21.651, 4.474], [10.745, -21.020, 1.545], [11.813, -21.444, 2.772], [10.842, -23.230, 7.688], [9.433, -22.805, 7.336], [9.315, -21.308, 6.954], [7.885, -20.913, 6.771], [6.792, -20.642, 6.625], [10.790, -24.308, 7.541], [11.310, -22.986, 8.641], [11.462, -22.860, 6.872], [8.719, -23.099, 8.105], [9.247, -23.389, 6.435], [9.967, -21.009, 6.134], [9.743, -20.927, 7.881], [6.210, -15.238, 9.186], [7.374, -15.063, 8.136], [7.004, -15.299, 6.740], [6.022, -14.351, 6.098], [5.213, -13.659, 5.617], [5.209, -14.967, 8.851], [6.471, -14.870, 10.178], [6.129, -16.310, 9.367], [8.171, -15.756, 8.406], [7.719, -14.030, 8.087], [6.648, -16.329, 6.719], [7.870, -15.186, 6.088], [7.085, -18.323, 5.634], [8.124, -17.458, 4.383], [8.234, -15.941, 4.613], [9.723, -18.207, 4.900], [7.507, -17.910, 6.550], [6.997, -19.403, 5.746], [6.086, -17.903, 5.520], [10.325, -17.947, 4.030], [9.729, -19.297, 4.866], [10.163, -17.786, 5.804], [3.650, -17.920, 3.431], [4.033, -16.757, 5.081], [4.076, -17.732, 6.328], [4.295, -16.753, 7.956], [3.411, -15.863, 5.124], [5.063, -16.400, 5.077], [4.770, -18.568, 6.238], [3.154, -18.313, 6.320], [10.440, -18.990, 6.851], [11.014, -18.610, 8.708], [10.400, -19.590, 9.742], [11.221, -21.464, 9.503], [10.769, -17.556, 8.836], [12.098, -18.713, 8.761], [9.319, -19.729, 9.743], [10.752, -19.224, 10.706], [11.538, -15.798, 3.994], [11.269, -16.580, 5.805], [11.997, -15.736, 6.835], [11.838, -16.605, 8.573], [11.482, -17.648, 5.771], [10.187, -16.537, 5.932], [11.609, -14.717, 6.855], [13.042, -15.658, 6.537]], "gap_ev": 8.347, "spin_multiplicity": 1, "homo_ev": -8.45, "charge": 0, "e_above_lowest_kj_mol": 1899.8}

***

(2)
{"formula": "C20H39IrN4O5", "method": "ωB97M-V/def2-TZVPD", "elements": ["Ir", "C", "C", "C", "C", "C", "C", "N", "C", "C", "N", "C", "C", "O", "O", "C", "C", "C", "C", "C", "C", "N", "C", "C", "N", "C", "C", "O", "O", "H", "H", "H", "H", "H", "H", "H", "H", "H", "H", "H", "H", "H", "H", "H", "H", "H", "H", "H", "H", "H", "H", "H", "H", "H", "H", "H", "H", "H", "H", "H", "H", "H", "H", "H", "H", "H", "H", "H", "O"], "xyz": [[0.391, 0.551, -0.573], [-2.323, -0.033, 1.659], [-2.031, 1.393, 1.178], [-1.143, 2.165, 2.211], [0.353, 1.724, 2.514], [1.059, 2.905, 3.256], [0.260, 0.572, 3.550], [1.154, 1.466, 1.187], [2.277, 0.569, 1.577], [1.843, -0.902, 1.330], [1.548, -1.190, -0.072], [2.867, -1.272, -0.794], [3.112, 0.081, -1.459], [4.334, 0.386, -1.600], [2.055, 0.732, -1.638], [0.732, -2.384, -0.332], [1.369, -3.679, 0.215], [0.397, -2.586, -1.845], [-0.750, -1.735, -2.456], [-0.770, -2.054, -3.980], [-2.073, -2.288, -1.873], [-0.491, -0.273, -2.297], [-1.675, 0.554, -2.521], [-2.419, 0.805, -1.198], [-1.548, 1.469, -0.219], [-1.505, 2.915, -0.637], [-0.023, 3.149, -0.765], [0.485, 3.912, 0.118], [0.495, 2.292, -1.513], [-2.505, -0.054, 2.739], [-1.503, -0.715, 1.425], [-3.234, -0.432, 1.200], [-3.008, 1.902, 1.211], [-1.693, 2.162, 3.164], [-1.141, 3.231, 1.954], [0.492, 3.195, 4.149], [1.144, 3.797, 2.627], [2.068, 2.636, 3.585], [-0.319, 0.905, 4.423], [1.221, 0.257, 3.965], [-0.262, -0.308, 3.182], [1.765, 1.661, 0.377], [0.644, 2.343, 1.165], [2.588, 0.732, 2.610], [3.180, 0.827, 1.005], [0.955, -1.144, 1.907], [2.623, -1.564, 1.730], [2.919, -2.020, -1.586], [3.695, -1.517, -0.116], [-0.214, -2.261, 0.204], [2.315, -3.916, -0.283], [0.695, -4.529, 0.064], [1.557, -3.614, 1.292], [0.134, -3.645, -1.988], [1.283, -2.461, -2.475], [-0.874, -3.131, -4.155], [0.158, -1.736, -4.470], [-1.603, -1.562, -4.493], [-2.152, -3.369, -2.047], [-2.957, -1.846, -2.344], [-2.143, -2.145, -0.792], [0.194, -0.048, -3.055], [-2.363, 0.120, -3.254], [-1.367, 1.500, -2.978], [-2.781, -0.144, -0.814], [-3.331, 1.389, -1.387], [-1.993, 3.603, 0.060], [-1.957, 3.119, -1.616], [-0.211, -0.460, 0.788]], "gap_ev": [6.483, 7.491], "spin_multiplicity": 2, "s2": 0.754, "homo_ev": [-9.53, -10.54], "charge": 1, "e_above_lowest_kj_mol": 1302.6}

***

(3)
{"formula": "C20H39MoN2O2P3S", "method": "ωB97M-V/def2-TZVPD", "elements": ["P", "C", "H", "H", "H", "C", "H", "H", "H", "C", "H", "H", "H", "P", "C", "H", "H", "H", "C", "H", "H", "H", "C", "H", "H", "H", "P", "C", "H", "H", "H", "C", "H", "H", "H", "C", "H", "H", "H", "Mo", "C", "O", "C", "O", "C", "C", "C", "C", "C", "C", "H", "H", "H", "H", "H", "H", "S", "C", "N", "C", "C", "N", "H", "H", "H", "H", "H", "H"], "xyz": [[-1.495, 2.509, -2.356], [-0.561, 4.071, -2.452], [-1.068, 4.730, -3.181], [0.475, 3.880, -2.771], [-0.583, 4.539, -1.453], [-1.036, 1.366, -3.680], [-1.536, 0.411, -3.522], [0.033, 1.197, -3.651], [-1.320, 1.747, -4.658], [-3.287, 2.634, -2.494], [-3.573, 3.136, -3.423], [-3.657, 3.220, -1.646], [-3.724, 1.635, -2.468], [-1.964, -0.634, 2.933], [-1.158, 0.868, 3.596], [-1.301, 0.960, 4.687], [-1.599, 1.730, 3.082], [-0.088, 0.772, 3.372], [-3.760, -0.437, 3.253], [-4.273, -1.318, 2.830], [-4.103, 0.492, 2.764], [-3.983, -0.385, 4.323], [-1.541, -1.973, 4.119], [-1.948, -1.777, 5.115], [-0.444, -2.048, 4.188], [-1.972, -2.913, 3.730], [3.157, -1.995, -0.255], [4.610, -1.036, 0.256], [5.518, -1.595, -0.037], [4.595, -0.920, 1.349], [4.590, -0.054, -0.237], [3.143, -3.708, 0.293], [4.059, -4.220, -0.012], [2.288, -4.222, -0.140], [3.070, -3.734, 1.378], [2.982, -2.117, -2.039], [3.655, -2.884, -2.420], [3.210, -1.173, -2.523], [1.960, -2.389, -2.290], [-1.464, -2.067, -0.343], [-1.336, 1.149, -1.015], [-0.888, 1.249, 0.102], [1.206, -1.499, 0.167], [1.186, -0.563, 0.943], [-1.735, -4.135, -0.281], [-1.181, -3.738, -1.527], [-1.814, -2.735, -2.297], [-2.981, -2.090, -1.801], [-3.518, -2.490, -0.561], [-2.896, -3.483, 0.190], [-1.219, -4.835, 0.335], [-0.199, -4.110, -1.818], [-1.344, -2.367, -3.196], [-3.402, -1.259, -2.336], [-4.379, -1.982, -0.172], [-3.255, -3.707, 1.184], [2.096, 1.497, -1.609], [2.365, 2.530, -0.286], [2.459, 3.881, -0.336], [2.759, 4.505, 0.948], [2.916, 3.298, 1.878], [2.568, 2.171, 1.021], [2.342, 4.396, -1.207], [1.931, 5.153, 1.257], [3.676, 5.103, 0.883], [2.244, 3.345, 2.741], [3.951, 3.203, 2.238], [2.536, 1.216, 1.339]], "gap_ev": [4.697, 4.333], "spin_multiplicity": 3, "s2": 2.018, "homo_ev": [-18.99, -18.95], "charge": 4, "e_above_lowest_kj_mol": 0.0}

***

(4)
{"formula": "C20H39N4O4S4SbSc", "method": "ωB97M-V/def2-TZVPD", "elements": ["Sc", "C", "C", "C", "C", "C", "C", "N", "C", "C", "N", "C", "C", "O", "O", "C", "C", "C", "C", "C", "C", "N", "C", "C", "N", "C", "C", "O", "O", "H", "H", "H", "H", "H", "H", "H", "H", "H", "H", "H", "H", "H", "H", "H", "H", "H", "H", "H", "H", "H", "H", "H", "H", "H", "H", "H", "H", "H", "H", "H", "H", "H", "H", "H", "H", "H", "H", "H", "S", "Sb", "S", "S", "S"], "xyz": [[0.160, -0.120, -0.268], [3.306, -1.339, 2.908], [1.940, -1.122, 2.246], [0.964, -0.687, 3.353], [-0.575, -0.766, 3.190], [-1.160, 0.334, 4.078], [-1.082, -2.133, 3.653], [-0.979, -0.566, 1.772], [-2.371, -0.123, 1.516], [-2.939, -0.819, 0.288], [-2.053, -0.716, -0.895], [-1.812, -2.056, -1.478], [-0.756, -2.694, -0.565], [-1.108, -3.448, 0.345], [0.427, -2.241, -0.763], [-2.451, 0.344, -1.853], [-3.294, -0.106, -3.028], [-0.008, 0.467, -3.518], [1.492, 0.623, -3.223], [2.273, -0.017, -4.375], [1.871, 2.096, -3.103], [1.727, -0.119, -1.963], [2.977, 0.120, -1.236], [2.988, -0.632, 0.099], [1.992, -0.181, 1.093], [2.180, 1.265, 1.356], [1.360, 2.031, 0.311], [1.846, 3.101, -0.154], [-0.066, 2.083, 0.750], [3.213, -2.046, 3.733], [3.685, -0.396, 3.312], [4.046, -1.741, 2.219], [1.605, -2.075, 1.818], [1.233, 0.325, 3.658], [1.200, -1.308, 4.221], [-0.738, 0.240, 5.080], [-2.243, 0.272, 4.169], [-0.906, 1.328, 3.703], [-0.855, -2.294, 4.709], [-0.623, -2.932, 3.065], [-2.164, -2.206, 3.523], [-0.914, -1.511, 1.379], [-0.213, 1.736, 1.645], [-2.394, 0.958, 1.366], [-3.039, -0.358, 2.349], [-3.919, -0.388, 0.067], [-3.063, -1.879, 0.518], [-1.391, -1.949, -2.474], [-2.724, -2.657, -1.534], [-3.024, 1.078, -1.279], [-2.737, -0.715, -3.743], [-3.673, 0.781, -3.534], [-4.151, -0.684, -2.674], [-0.239, 0.858, -4.510], [-0.263, -0.595, -3.509], [2.085, 0.513, -5.310], [1.992, -1.065, -4.510], [3.345, 0.030, -4.175], [1.468, 2.635, -3.964], [2.956, 2.217, -3.120], [1.514, 2.559, -2.180], [1.670, -1.114, -2.192], [3.099, 1.189, -1.074], [3.850, -0.248, -1.796], [4.000, -0.539, 0.508], [2.799, -1.694, -0.092], [3.233, 1.544, 1.257], [1.872, 1.520, 2.377], [-4.591, 3.248, -1.654], [-2.797, 4.399, -0.328], [-1.001, 1.374, -2.273], [-4.470, 2.619, 0.356], [-3.583, 6.392, 0.359]], "gap_ev": [4.463, 4.152], "spin_multiplicity": 1, "homo_ev": [-2.52, -2.16], "charge": -1, "e_above_lowest_kj_mol": 423.2}

***

(5)
{"formula": "C20H39NOP2PtSi", "method": "ωB97M-V/def2-TZVPD", "elements": ["Pt", "P", "P", "N", "H", "C", "H", "H", "H", "C", "H", "H", "H", "C", "H", "H", "H", "C", "H", "H", "H", "C", "H", "H", "H", "C", "H", "H", "H", "C", "C", "C", "C", "C", "C", "H", "H", "H", "H", "H", "C", "O", "C", "H", "H", "H", "C", "H", "H", "H", "C", "Si", "C", "C", "C", "C", "H", "H", "H", "H", "H", "H", "H", "H", "H"], "xyz": [[2.451, 1.719, 0.107], [1.978, 3.234, -1.319], [-0.475, -2.069, 0.566], [3.745, 1.749, 1.380], [-1.930, -0.381, -1.078], [0.430, 4.086, -0.923], [0.345, 5.001, -1.521], [0.427, 4.341, 0.144], [-0.399, 3.400, -1.141], [1.798, 2.606, -3.004], [1.666, 3.446, -3.696], [0.924, 1.944, -3.034], [2.703, 2.047, -3.268], [3.344, 4.439, -1.301], [3.175, 5.214, -2.056], [4.282, 3.911, -1.508], [3.410, 4.893, -0.305], [-0.813, -2.379, 2.297], [-0.236, -3.249, 2.639], [-1.887, -2.558, 2.412], [-0.526, -1.486, 2.872], [0.213, -3.523, -0.228], [0.526, -4.247, 0.537], [1.081, -3.213, -0.829], [-0.539, -3.973, -0.888], [0.822, -0.819, 0.550], [1.679, -1.222, 1.109], [0.471, 0.110, 1.028], [1.105, -0.623, -0.490], [4.813, 1.882, 2.134], [5.924, 2.911, 4.031], [4.754, 2.573, 3.388], [6.078, 1.398, 1.655], [7.235, 1.756, 2.316], [7.164, 2.524, 3.491], [5.877, 3.484, 4.959], [3.752, 2.831, 3.746], [6.054, 0.797, 0.740], [8.199, 1.435, 1.916], [8.085, 2.805, 4.004], [-2.177, 0.526, -1.710], [-0.979, 1.024, -1.757], [-3.227, 1.322, -0.896], [-4.176, 0.777, -0.803], [-3.389, 2.278, -1.400], [-2.835, 1.505, 0.110], [-2.759, -0.002, -3.058], [-3.752, -0.454, -2.936], [-2.083, -0.745, -3.490], [-2.833, 0.852, -3.737], [-4.096, -5.035, 0.840], [-4.454, -3.446, -0.084], [-4.797, -3.808, -1.894], [-5.916, -2.602, 0.729], [-2.952, -2.366, -0.082], [-1.960, -1.565, -0.250], [-4.934, -5.734, 0.727], [-3.949, -4.855, 1.913], [-3.191, -5.526, 0.457], [-5.221, -4.814, -2.017], [-5.496, -3.079, -2.326], [-3.857, -3.758, -2.462], [-5.777, -2.534, 1.816], [-6.053, -1.585, 0.339], [-6.840, -3.169, 0.543]], "gap_ev": [5.533, 6.321], "spin_multiplicity": 5, "s2": 6.066, "homo_ev": [-5.14, -7.00], "charge": 0}

***

(6)
{"formula": "C20H40B2BrCaCl4F4MgN5O10", "method": "ωB97M-V/def2-TZVPD", "elements": ["O", "B", "O", "O", "C", "C", "C", "C", "N", "C", "H", "H", "H", "H", "H", "H", "H", "N", "O", "O", "O", "B", "F", "F", "F", "F", "C", "Cl", "Cl", "Cl", "Cl", "Mg", "O", "C", "C", "O", "H", "H", "H", "H", "C", "C", "C", "C", "C", "C", "N", "O", "C", "C", "C", "H", "H", "H", "H", "H", "H", "H", "H", "H", "H", "H", "H", "H", "H", "H", "H", "H", "H", "C", "O", "N", "C", "C", "H", "H", "H", "H", "H", "H", "H", "N", "H", "H", "H", "H", "Ca", "Br"], "xyz": [[4.416, 5.895, 0.851], [4.221, 4.591, 1.242], [2.993, 4.102, 1.669], [5.254, 3.598, 1.216], [6.413, 4.201, 0.823], [6.741, 4.189, -0.544], [7.928, 4.852, -0.928], [8.700, 5.459, 0.040], [8.341, 5.429, 1.328], [7.224, 4.837, 1.757], [4.516, 5.959, -0.113], [2.442, 4.187, 0.882], [6.065, 3.702, -1.269], [8.189, 4.868, -1.986], [9.625, 5.967, -0.226], [8.919, 5.881, 2.033], [6.893, 4.825, 2.797], [2.805, 7.429, 3.368], [2.810, 8.663, 3.261], [3.242, 6.715, 2.413], [2.373, 6.883, 4.399], [3.924, 0.735, -0.274], [3.277, 1.987, -0.247], [4.178, 0.304, 1.015], [3.049, -0.234, -0.930], [5.109, 0.833, -0.999], [5.449, 4.590, -4.901], [5.794, 4.570, -3.155], [6.969, 4.688, -5.793], [4.595, 3.109, -5.343], [4.445, 5.993, -5.282], [1.394, -1.524, -1.545], [2.139, -3.878, 4.742], [1.447, -3.610, 3.631], [2.459, -3.446, 2.417], [1.779, -3.150, 1.278], [0.841, -2.687, 3.635], [0.719, -4.373, 3.304], [3.059, -4.367, 2.401], [3.201, -2.698, 2.729], [-3.496, -1.925, 2.899], [-3.201, -1.744, 1.385], [-3.489, -0.294, 0.950], [-4.971, 0.023, 0.822], [-5.641, -0.989, -0.096], [-5.399, -2.439, 0.354], [-3.968, -2.746, 0.604], [-3.336, -2.869, -0.658], [-6.240, -2.701, 1.619], [-5.999, -3.383, -0.691], [-1.685, -1.950, 1.271], [-2.633, -2.329, 3.431], [-3.759, -0.980, 3.381], [-4.291, -2.635, 3.101], [-3.013, -0.100, -0.020], [-3.027, 0.406, 1.655], [-5.446, 0.035, 1.807], [-5.099, 1.029, 0.410], [-6.715, -0.784, -0.137], [-5.265, -0.845, -1.115], [-6.020, -3.685, 2.037], [-7.306, -2.681, 1.382], [-6.096, -1.953, 2.397], [-5.589, -3.214, -1.688], [-7.077, -3.233, -0.769], [-5.830, -4.430, -0.418], [-1.402, -2.974, 1.524], [-1.165, -1.280, 1.959], [-1.307, -1.729, 0.269], [-3.701, -6.800, -3.755], [-2.649, -6.843, -3.098], [-4.399, -5.693, -4.023], [-5.633, -5.718, -4.802], [-3.911, -4.426, -3.520], [-4.145, -7.707, -4.178], [-5.511, -5.097, -5.689], [-6.449, -5.328, -4.195], [-5.871, -6.734, -5.109], [-2.904, -4.245, -3.928], [-3.858, -4.479, -2.431], [-4.571, -3.614, -3.804], [-0.131, 3.848, 0.611], [-1.051, 3.534, 0.927], [0.442, 3.034, 0.358], [-0.238, 4.458, -0.202], [0.334, 4.367, 1.371], [-2.013, -4.809, -1.686], [0.784, -4.420, -0.210]], "gap_ev": [4.781, 3.782], "spin_multiplicity": 2, "s2": 1.762, "homo_ev": [-8.15, -8.15], "charge": 1, "e_above_lowest_kj_mol": 0.0}

***

So what do the calculations give for E_tot? Going down the list: -458959.8930; -40392.1800; -68959.4829; -106107.0370; -54605.2536; -205543.7416 eV.